Record 1
Computed, not measured: a cluster of 2 separate species, C6H12O in total in a non-equilibrium geometry, with wB97M-V/def2-TZVPD.

Properties
E_LUMO, eV: 0.85
Charge: 0
Calculated total energy, a.u.: -310.98946
HOMO energy, eV: -9.147
SMILES: C=C/C(C)=C/C.O
Orbital gap, eV: 9.9950
Energy above the lowest of the compared OMol25 structures with the same formula, charge and spin, eV: 1.900

CARTESIAN COORDINATES (ANGSTROEM)
1 C 0.95253 -1.70269 0.72954
2 C 0.03317 -0.53187 0.64761
3 C 0.37420 0.68257 0.20648
4 C 1.78882 0.94563 -0.29545
5 C -2.40964 -0.83836 0.41826
6 C -1.33819 -0.73486 1.19580
7 H 1.91723 -1.69349 0.21846
8 H 0.47676 -2.65806 0.49790
9 H 1.23502 -1.83059 1.78295
10 H -0.39282 1.44903 0.11928
11 H 2.08384 1.97108 -0.47756
12 H 1.98295 0.29309 -1.14801
13 H 2.43556 0.69657 0.55151
14 H -2.38210 -0.65834 -0.64202
15 H -3.37595 -0.94845 0.88537
16 H -1.51499 -0.53396 2.24821
17 H -0.88209 1.31306 -2.50537
18 H -0.05941 2.51018 -2.03922
19 O -0.92490 2.26946 -2.39373

=====

Record 2
Computed, not measured: a cluster of 2 separate species, C6H12O in total, with wB97M-V/def2-TZVPD.

Properties
E_LUMO, eV: 1.00
Charge: 0
Calculated total energy, a.u.: -310.97557
HOMO energy, eV: -9.702
SMILES: CC1(O)CC1.C=C
Orbital gap, eV: 10.7069
Energy above the lowest of the compared OMol25 structures with the same formula, charge and spin, eV: 2.278

CARTESIAN COORDINATES (ANGSTROEM)
1 C -0.08726 0.36393 2.56695
2 C 0.12111 0.11902 1.09349
3 O 0.96731 -0.95673 0.77620
4 C -1.02558 0.47700 0.19291
5 C -0.12804 -1.35366 -2.33940
6 C 0.72330 -0.35492 -2.53955
7 C 0.23840 1.31211 0.21254
8 H -0.63740 -0.46194 3.03413
9 H -0.67533 1.27895 2.70494
10 H 0.87493 0.48633 3.07358
11 H 0.46125 -1.76822 0.88684
12 H -1.92463 0.83767 0.68650
13 H -1.20375 -0.09928 -0.70611
14 H 0.15479 -2.23264 -1.76473
15 H -1.15502 -1.31488 -2.69770
16 H 0.42946 0.55352 -3.06208
17 H 1.73270 -0.38833 -2.13756
18 H 0.22747 2.30401 0.65549
19 H 0.90629 1.19807 -0.63643

=====

Record 3
Computed, not measured: an isolated molecule of C6H12O, with wB97M-V/def2-TZVPD.

Properties
E_LUMO, eV: 1.21
Charge: 0
Calculated total energy, a.u.: -311.00158
HOMO energy, eV: -9.594
SMILES: CCOCC1CC1
Orbital gap, eV: 10.8069
Energy above the lowest of the compared OMol25 structures with the same formula, charge and spin, eV: 1.570

CARTESIAN COORDINATES (ANGSTROEM)
1 C 2.98880 0.63432 0.18777
2 C 2.00100 -0.44120 -0.22395
3 O 0.72576 0.14598 -0.16217
4 C -0.36169 -0.67222 -0.53861
5 C -1.48553 -0.40194 0.42529
6 C -2.88875 -0.17017 -0.05660
7 C -2.06175 0.98140 0.43826
8 H 4.02266 0.31458 0.02776
9 H 2.80154 1.53406 -0.40624
10 H 2.85462 0.89289 1.24256
11 H 2.05322 -1.30908 0.45488
12 H 2.22496 -0.80772 -1.23873
13 H -0.66953 -0.42868 -1.56926
14 H -0.08009 -1.73653 -0.52507
15 H -1.36946 -0.88497 1.39325
16 H -3.08043 -0.23667 -1.12469
17 H -3.70467 -0.52298 0.56715
18 H -1.66810 1.68441 -0.29125
19 H -2.30256 1.42454 1.39966

=====

Record 4
Computed, not measured: an isolated molecule of C6H12O, with wB97M-V/def2-TZVPD.

Properties
E_LUMO, eV: 1.16
Charge: 0
Calculated total energy, a.u.: -311.00715
HOMO energy, eV: -9.323
SMILES: CCO[C@H]1C[C@H]1C
Orbital gap, eV: 10.4850
Energy above the lowest of the compared OMol25 structures with the same formula, charge and spin, eV: 1.418

CARTESIAN COORDINATES (ANGSTROEM)
1 C -0.88560 -0.75234 2.47007
2 C -1.21384 -0.37676 1.03799
3 O -0.37486 0.69439 0.64448
4 C -0.43673 0.93678 -0.72444
5 C 0.71369 1.66980 -1.32506
6 C 0.51398 0.20543 -1.63954
7 C 1.48244 -0.80220 -1.06456
8 H -0.98686 0.11559 3.12887
9 H 0.14209 -1.12207 2.54484
10 H -1.56408 -1.53702 2.82159
11 H -2.26943 -0.07150 0.94934
12 H -1.06312 -1.23664 0.36743
13 H -1.44019 1.15628 -1.09707
14 H 1.53043 1.91277 -0.64996
15 H 0.51636 2.41265 -2.09296
16 H 0.13698 -0.02354 -2.63519
17 H 1.09544 -1.82414 -1.14880
18 H 2.44719 -0.76378 -1.58275
19 H 1.65612 -0.59371 -0.00425